# 1
A 11-piece molecular cluster, C26H74O18 overall at a distorted geometry, computed with the ωB97M-V functional and the def2-TZVPD basis.

Its total energy is -2389.06346 a.u. The calculation puts the HOMO-LUMO gap (spin up / spin down) at 1.35 / 9.29 eV. Its highest occupied orbital energy (spin up / spin down) is 0.6 / -7.3 eV.

Geometry as ORCA input:
```
! wB97M-V def2-TZVPD RIJCOSX def2/J DEFGRID3
* xyz -1 2
C 5.221 0.393 0.974
C 6.338 -0.146 0.079
C 7.606 0.731 0.314
O 6.745 -1.446 0.412
H 5.445 0.377 2.040
H 4.282 -0.108 0.736
H 5.273 1.478 0.879
H 6.031 0.044 -0.950
H 7.302 1.773 0.222
H 8.346 0.638 -0.481
H 8.105 0.788 1.281
H 6.964 -1.364 1.343
C -4.841 -1.841 0.604
C -5.013 -0.317 0.949
C -6.194 0.289 0.103
O -5.285 -0.048 2.274
H -4.305 -1.983 -0.334
H -5.754 -2.385 0.363
H -4.279 -2.204 1.464
H -4.072 0.176 0.704
H -6.005 1.356 -0.015
H -7.157 0.115 0.584
H -6.188 -0.054 -0.932
H -6.229 -0.206 2.345
C 1.764 -4.358 3.194
C 0.344 -3.899 3.579
C 0.291 -3.439 5.040
O 0.113 -2.784 2.766
H 2.577 -4.088 3.868
H 1.840 -4.021 2.161
H 1.780 -5.447 3.143
H -0.323 -4.752 3.460
H 0.366 -4.252 5.761
H -0.698 -2.989 5.130
H 0.956 -2.614 5.296
H 0.705 -2.795 2.011
C 0.051 -4.636 -4.542
C -0.315 -3.210 -4.917
C -1.352 -3.102 -6.139
O -1.022 -2.602 -3.817
H 0.389 -4.980 -5.519
H -0.903 -5.115 -4.321
H 0.609 -4.941 -3.657
H 0.535 -2.565 -5.139
H -2.116 -3.856 -5.953
H -0.788 -3.160 -7.070
H -1.919 -2.175 -6.229
H -1.329 -3.378 -3.342
C 4.064 -3.562 0.156
C 5.098 -4.661 0.236
O 4.741 -5.720 1.057
O 2.885 -4.012 -0.595
H 4.611 -2.823 -0.430
H 3.801 -3.106 1.111
H 6.064 -4.250 0.529
H 5.380 -5.038 -0.747
H 3.927 -5.895 0.578
H 2.430 -3.197 -0.817
C -2.294 5.204 1.841
C -1.947 3.692 2.043
O -0.634 3.352 1.864
O -2.160 6.019 3.018
H -3.323 5.383 1.531
H -1.594 5.582 1.096
H -2.558 3.115 1.348
H -2.044 3.351 3.073
H -0.232 3.748 1.088
H -2.956 5.863 3.531
C 2.353 4.197 0.107
C 2.934 2.956 0.854
O 2.821 1.771 0.140
O 1.061 3.887 -0.332
H 2.849 4.347 -0.852
H 2.499 5.112 0.680
H 2.334 2.769 1.744
H 3.955 3.120 1.198
H 1.882 1.619 0.014
H 0.831 4.619 -0.908
C -1.048 0.751 5.163
C -2.270 0.234 4.444
O -2.925 1.314 3.706
O -0.249 1.510 4.209
H -0.357 0.061 5.647
H -1.326 1.492 5.912
H -2.958 -0.075 5.231
H -1.994 -0.591 3.787
H -3.720 0.948 3.312
H -0.834 1.914 3.563
C -4.070 1.013 -3.873
C -3.082 -0.165 -3.954
O -1.838 0.420 -4.251
O -3.933 1.731 -2.656
H -5.079 0.634 -4.036
H -3.889 1.866 -4.527
H -3.257 -0.885 -4.754
H -3.018 -0.741 -3.031
H -1.219 -0.283 -4.462
H -3.059 2.128 -2.644
C -1.202 5.389 -3.056
C -1.283 3.854 -3.080
O -1.648 3.274 -1.787
O -0.135 5.894 -2.267
H -2.107 5.948 -2.819
H -0.925 5.723 -4.056
H -0.245 3.541 -3.192
H -1.763 3.535 -4.005
H -0.888 3.093 -1.229
H -0.072 6.838 -2.428
C -0.734 -0.277 0.045
C 0.107 -1.246 -0.851
O 1.456 -1.405 -0.349
O 0.000 0.979 0.086
H -0.905 -0.600 1.072
H -1.684 0.019 -0.401
H 0.130 -0.843 -1.864
H -0.374 -2.224 -0.881
H 2.001 -0.620 -0.437
H -0.274 1.515 0.833
*
```

# 2
C28H23BeBrIN3PSe as an isolated structure, computed with the ωB97M-V functional and the def2-TZVPD basis.

Its total energy is -6874.20098 a.u. The value obtained for the energy relative to the best compared isomer or geometry (same formula, charge and spin) is 0.351 eV. The calculation puts the HOMO-LUMO gap at 7.55 eV. Its highest occupied orbital energy is -10.8 eV.

Geometry as ORCA input:
```
! wB97M-V def2-TZVPD RIJCOSX def2/J DEFGRID3
* xyz 1 1
Be 0.343 0.357 0.688
N -2.205 1.253 1.163
P -1.236 1.600 -0.195
C -2.128 0.881 -1.606
C -1.782 1.325 -2.882
C -2.414 0.791 -3.991
C -3.392 -0.182 -3.830
C -3.725 -0.636 -2.562
C -3.090 -0.110 -1.447
C -1.561 3.367 -0.428
C -0.539 4.309 -0.416
C -0.838 5.645 -0.641
C -2.146 6.036 -0.871
C -3.170 5.095 -0.873
C -2.881 3.760 -0.663
C -1.855 0.310 2.095
C -2.657 0.058 3.213
C -2.308 -0.965 4.061
C -1.175 -1.734 3.776
C -0.415 -1.403 2.688
N -0.719 -0.374 1.872
H -3.047 1.782 1.328
H -1.024 2.092 -2.997
H -2.150 1.136 -4.982
H -3.901 -0.585 -4.696
H -4.477 -1.404 -2.440
H -3.342 -0.470 -0.456
H 0.482 3.996 -0.229
H -0.045 6.381 -0.636
H -2.376 7.076 -1.060
H -4.193 5.400 -1.050
H -3.674 3.021 -0.706
H -3.541 0.658 3.382
H -2.910 -1.174 4.935
H -0.907 -2.576 4.397
H 0.473 -1.964 2.429
Se 2.036 1.460 1.258
C 3.305 0.230 2.035
C 4.579 0.142 1.496
C 5.475 -0.746 2.076
N 5.180 -1.513 3.121
C 3.965 -1.399 3.644
C 2.992 -0.544 3.143
H 4.864 0.747 0.646
H 6.480 -0.851 1.681
H 3.763 -2.016 4.514
H 2.029 -0.468 3.627
Br -0.266 -3.930 -3.538
C 1.386 -3.970 -2.619
C 2.318 -4.930 -2.981
C 3.529 -5.010 -2.312
C 3.818 -4.125 -1.285
C 2.900 -3.150 -0.927
C 1.690 -3.080 -1.594
I 0.259 -1.596 -1.069
H 2.083 -5.606 -3.792
H 4.245 -5.768 -2.599
H 4.759 -4.184 -0.755
H 3.135 -2.446 -0.139
*
```

# 3
One molecule with the formula C11H8ClNO2S at a distorted geometry, computed with the ωB97M-V functional and the def2-TZVPD basis.

Its total energy is -1487.59688 a.u. The value obtained for the energy relative to the best compared isomer or geometry (same formula, charge and spin) is 0.000 eV. The calculation puts the HOMO-LUMO gap at 9.57 eV. As for the SMILES: O=C(OCc1cncs1)c1ccccc1Cl. Its highest occupied orbital energy is -9.3 eV.

Geometry as ORCA input:
```
! wB97M-V def2-TZVPD RIJCOSX def2/J DEFGRID3
* xyz 0 1
O -0.314 -1.804 0.085
C 0.124 -0.756 0.477
O -0.583 0.079 1.268
C -1.901 -0.348 1.581
C -2.807 -0.249 0.398
C -2.693 0.560 -0.693
N -3.673 0.433 -1.615
C -4.535 -0.447 -1.270
S -4.224 -1.229 0.250
C 1.465 -0.198 0.171
C 1.675 1.179 0.261
C 2.902 1.731 -0.046
C 3.947 0.911 -0.446
C 3.762 -0.456 -0.534
C 2.527 -1.013 -0.232
Cl 2.351 -2.718 -0.337
H -2.231 0.312 2.389
H -1.879 -1.384 1.941
H -1.900 1.266 -0.865
H -5.397 -0.706 -1.852
H 0.856 1.807 0.572
H 3.046 2.798 0.024
H 4.909 1.336 -0.688
H 4.569 -1.103 -0.839
*
```

# 4
One molecule with the formula C6H12O at a distorted geometry, computed with the ωB97M-V functional and the def2-TZVPD basis.

Its total energy is -310.89773 a.u. The value obtained for the energy relative to the best compared isomer or geometry (same formula, charge and spin) is 4.396 eV. The calculation puts the HOMO-LUMO gap (spin up / spin down) at 8.52 / 7.30 eV. Its highest occupied orbital energy (spin up / spin down) is -7.7 / -6.8 eV.

Geometry as ORCA input:
```
! wB97M-V def2-TZVPD RIJCOSX def2/J DEFGRID3
* xyz 0 1
C 0.084 -1.544 -1.900
C 0.687 -1.235 -0.537
C 1.207 0.241 -0.445
O 0.922 1.058 0.556
C -0.454 1.041 0.942
C -0.913 2.467 1.129
C -0.001 -1.743 0.599
H 0.705 -1.156 -2.714
H -0.909 -1.086 -1.986
H -0.028 -2.627 -2.012
H 1.741 -1.595 -0.482
H 2.236 0.426 -0.774
H -1.029 0.563 0.146
H -0.537 0.434 1.851
H -0.381 2.955 1.950
H -1.986 2.472 1.345
H -0.737 3.029 0.206
H -1.054 -2.009 0.539
H 0.445 -1.691 1.588
*
```

# 5
A 2-piece molecular cluster, C7H7Cl2N3S overall at a distorted geometry, computed with the ωB97M-V functional and the def2-TZVPD basis.

Its total energy is -1753.56475 a.u. The calculation puts the HOMO-LUMO gap at 7.25 eV. Its highest occupied orbital energy is -8.1 eV.

Geometry as ORCA input:
```
! wB97M-V def2-TZVPD RIJCOSX def2/J DEFGRID3
* xyz 0 1
C -0.207 1.924 0.323
C 0.391 1.103 -0.563
C 1.551 0.784 -0.976
C 0.682 -0.180 2.998
C 2.075 -1.021 -2.644
C 2.518 -1.869 -3.667
C 1.609 2.095 4.228
N -0.814 2.478 1.118
N -0.043 -0.138 3.977
N 1.979 -0.215 -1.795
S 2.089 0.873 2.989
Cl 3.293 1.593 -0.690
Cl 0.703 -1.098 1.560
H 2.519 -1.518 -4.635
H 3.564 -2.040 -3.625
H 1.924 -2.737 -3.648
H 1.797 1.642 5.285
H 0.627 2.267 4.094
H 2.229 2.960 4.146
H -0.963 -0.507 3.931
*
```

# 6
C43H49Cl2CoF5N6O2P2 as an isolated structure at a distorted geometry, computed with the ωB97M-V functional and the def2-TZVPD basis.

Its total energy is -5632.06286 a.u. The calculation puts the HOMO-LUMO gap (spin up / spin down) at 6.03 / 6.03 eV. Its highest occupied orbital energy (spin up / spin down) is -9.5 / -9.5 eV.

Geometry as ORCA input:
```
! wB97M-V def2-TZVPD RIJCOSX def2/J DEFGRID3
* xyz 1 1
Co 0.226 -0.408 -0.198
C -1.183 1.264 2.809
P -0.182 -0.138 2.211
C 1.555 0.582 2.525
N 1.702 1.321 3.597
C 2.863 1.965 3.845
C 3.004 2.780 4.990
C 4.175 3.451 5.192
C 5.248 3.337 4.273
C 5.141 2.547 3.167
C 3.939 1.842 2.935
N 3.792 1.072 1.838
C 2.657 0.458 1.619
P 2.548 -0.457 0.021
C 3.432 0.645 -1.131
C 3.774 -1.886 0.197
C 3.234 -2.878 1.226
C 5.164 -1.409 0.609
C 3.873 -2.585 -1.167
C -0.243 -1.374 3.691
C -1.541 -2.197 3.746
C -0.145 -0.626 5.025
C 0.941 -2.328 3.556
H -2.055 0.857 3.313
H -1.532 1.866 1.973
H -0.588 1.871 3.483
H 2.173 2.859 5.681
H 4.288 4.080 6.066
H 6.161 3.888 4.458
H 5.952 2.450 2.455
H 4.233 1.151 -0.600
H 2.750 1.381 -1.546
H 3.835 0.053 -1.952
H 3.291 -2.466 2.233
H 3.834 -3.791 1.204
H 2.200 -3.150 1.008
H 5.149 -0.809 1.513
H 5.647 -0.832 -0.182
H 5.774 -2.296 0.801
H 2.896 -2.875 -1.544
H 4.469 -3.495 -1.056
H 4.368 -1.962 -1.913
H -2.425 -1.600 3.549
H -1.634 -2.620 4.749
H -1.528 -3.033 3.047
H -1.066 -0.092 5.259
H 0.681 0.074 5.058
H 0.015 -1.377 5.802
H 0.956 -2.806 2.576
H 0.868 -3.112 4.314
H 1.887 -1.805 3.710
N 0.046 -0.461 -2.453
C -0.318 -1.565 -3.292
C 0.477 -1.877 -4.389
C 0.149 -2.945 -5.212
C -0.977 -3.710 -4.946
C -1.768 -3.400 -3.848
C -1.444 -2.334 -3.024
H 0.798 0.076 -2.861
H -0.747 0.155 -2.297
H 1.353 -1.271 -4.606
H 0.772 -3.170 -6.069
H -1.245 -4.534 -5.595
H -2.651 -3.990 -3.634
H -2.055 -2.091 -2.164
F -1.127 1.961 -0.376
C 0.202 1.670 -0.422
F 0.572 1.842 -1.744
C 0.841 2.910 0.237
F 0.483 3.039 1.516
F 2.181 2.854 0.176
F 0.454 4.005 -0.404
Cl -1.701 4.080 -2.389
C -2.455 3.355 -3.764
C -2.097 3.869 -5.004
C -2.568 3.304 -6.172
C -3.422 2.217 -6.109
C -3.793 1.722 -4.876
Cl -4.948 0.424 -4.829
C -3.327 2.257 -3.659
N -3.713 1.611 -2.479
C -4.212 2.137 -1.286
C -4.682 3.451 -1.234
C -5.187 3.990 -0.066
C -5.268 3.214 1.077
C -4.887 1.887 1.007
C -4.379 1.314 -0.158
C -4.100 -0.178 -0.126
C -2.654 -0.536 0.230
O -2.458 -0.946 1.392
O -1.753 -0.447 -0.661
H -1.421 4.713 -5.035
H -2.276 3.715 -7.130
H -3.819 1.763 -7.006
H -3.769 0.614 -2.570
H -4.675 4.043 -2.139
H -5.537 5.015 -0.056
H -5.655 3.625 2.000
H -4.990 1.258 1.887
H -4.365 -0.666 -1.070
H -4.699 -0.616 0.667
N -0.760 -4.441 0.176
C 0.122 -4.650 -0.861
C 0.630 -3.429 -1.160
N 0.084 -2.488 -0.312
C -0.756 -3.130 0.474
H -1.315 -5.147 0.627
H 0.301 -5.621 -1.289
H 1.312 -3.168 -1.948
H -1.375 -2.668 1.223
*
```

# 7
C30H24ClF3N4O2S5Sr as an isolated structure, computed with the ωB97M-V functional and the def2-TZVPD basis.

Its total energy is -4308.82012 a.u. The value obtained for the energy relative to the best compared isomer or geometry (same formula, charge and spin) is 0.000 eV. The calculation puts the HOMO-LUMO gap at 4.72 eV. Its highest occupied orbital energy is -0.9 eV.

Geometry as ORCA input:
```
! wB97M-V def2-TZVPD RIJCOSX def2/J DEFGRID3
* xyz -2 1
Sr 0.773 -0.377 0.008
Cl -2.830 5.295 4.556
C -1.863 4.263 3.514
C -0.644 4.731 3.010
C 0.106 3.925 2.196
C -0.289 2.595 1.830
O 0.460 1.888 1.090
C -1.540 2.153 2.371
C -2.094 0.830 2.160
N -1.567 -0.156 1.543
C -2.267 -1.377 1.567
C -2.890 -1.872 2.683
C -3.575 -3.105 2.654
C -3.631 -3.844 1.509
C -2.967 -3.385 0.344
C -2.936 -4.110 -0.871
C -2.240 -3.622 -1.933
C -1.542 -2.397 -1.795
N -1.565 -1.699 -0.691
C -2.268 -2.164 0.374
C -2.295 3.005 3.191
H -0.305 5.728 3.264
H 1.048 4.282 1.795
H -3.092 0.694 2.602
H -2.818 -1.324 3.615
H -4.047 -3.470 3.558
H -4.151 -4.795 1.482
H -3.462 -5.058 -0.931
H -2.183 -4.162 -2.869
H -0.936 -1.989 -2.598
H -3.240 2.649 3.586
S 0.948 -2.956 1.756
C 2.640 -2.705 1.571
C 3.582 -3.701 1.935
C 4.925 -3.473 1.786
C 5.364 -2.251 1.267
C 4.399 -1.332 0.926
N 3.085 -1.528 1.068
H 3.207 -4.634 2.331
H 5.641 -4.238 2.068
H 6.413 -2.030 1.126
H 4.686 -0.374 0.502
S 2.439 0.048 -4.716
C 1.490 -0.423 -3.386
S 1.901 -1.829 -2.454
S 0.131 0.520 -2.865
C 3.156 1.600 2.975
S 2.203 0.253 3.690
C 1.167 1.289 4.736
O 3.119 -0.460 4.631
H 3.638 2.157 3.779
H 2.487 2.218 2.377
H 3.899 1.139 2.327
H 0.588 1.978 4.123
H 1.812 1.823 5.435
H 0.498 0.619 5.275
F 5.904 3.796 -4.045
C 5.608 4.075 -2.763
F 6.785 4.040 -2.089
F 5.193 5.357 -2.726
C 4.610 3.122 -2.179
C 3.545 3.580 -1.420
C 2.690 2.643 -0.866
N 2.847 1.326 -1.024
C 3.852 0.902 -1.790
C 4.765 1.766 -2.380
H 3.376 4.636 -1.266
H 1.842 2.943 -0.265
H 3.906 -0.169 -1.954
H 5.550 1.375 -3.011
*
```

# 8
A 2-piece molecular cluster, C9H18NO2 overall at a distorted geometry, computed with the ωB97M-V functional and the def2-TZVPD basis.

Its total energy is -558.50011 a.u. The value obtained for the energy relative to the best compared isomer or geometry (same formula, charge and spin) is 5.795 eV. The calculation puts the HOMO-LUMO gap (spin up / spin down) at 9.00 / 7.47 eV. Its highest occupied orbital energy (spin up / spin down) is -12.7 / -12.5 eV.

Geometry as ORCA input:
```
! wB97M-V def2-TZVPD RIJCOSX def2/J DEFGRID3
* xyz 1 1
C -0.116 -0.292 2.919
C -0.316 0.775 2.095
C -0.430 0.717 0.642
C -0.630 2.126 2.632
C -1.692 -2.183 0.418
C 1.370 -1.216 -2.061
C 1.229 1.154 -1.822
C -0.759 -0.076 -2.175
C 0.386 -0.231 -0.111
N 0.564 -0.113 -1.560
O -1.110 1.528 -0.001
O 1.473 -0.833 0.419
H -0.062 -0.133 4.010
H 0.232 -1.316 2.626
H -0.914 1.856 3.628
H -1.587 2.563 2.118
H 0.124 2.974 2.611
H -1.256 -1.597 1.197
H -2.715 -1.850 -0.019
H -1.245 -3.085 0.144
H 1.022 -1.477 -3.035
H 2.466 -1.040 -2.010
H 1.276 -2.079 -1.432
H 1.441 1.155 -2.862
H 0.663 2.167 -1.653
H 2.185 1.182 -1.211
H -0.740 0.116 -3.356
H -1.320 -1.045 -1.836
H -1.132 0.828 -1.722
H 1.593 -0.574 1.406
*
```